# 1
{
  "formula": "C5H8O2",
  "method": "ωB97M-V/def2-TZVPD",
  "elements": ["C", "C", "O", "C", "C", "C", "O", "H", "H", "H", "H", "H", "H", "H", "H"],
  "coordinates": [[1.4845, -1.2309, 0.2231], [0.1769, -0.6047, 0.6630], [0.3839, 0.5775, 1.4785], [-0.5598, 1.2579, 0.6841], [-0.1318, 1.5250, -0.7237], [-0.8317, 0.1723, -0.2354], [-2.0150, -0.2980, -0.7355], [2.0793, -0.5352, -0.3753], [2.0818, -1.5060, 1.1022], [1.2984, -2.1451, -0.3498], [-0.4309, -1.3198, 1.2278], [-1.3650, 1.8346, 1.1216], [-0.8027, 2.2025, -1.2404], [0.4253, 0.8013, -1.2910], [-1.8222, -0.7884, -1.5467]],
  "lowdin_charge": [-0.027, -0.267, -0.019, -0.248, 0.045, -0.420, 0.055, 0.080, 0.088, 0.083, 0.154, 0.165, 0.101, 0.098, 0.113],
  "relative_energy_kcal_mol": 94.7,
  "gap_ha": 0.342,
  "homo_ev": -8.671,
  "molar_mass_g_mol": 100.1
}

# 2
{
  "formula": "C4H6ClPS",
  "method": "ωB97M-V/def2-TZVPD",
  "elements": ["S", "P", "Cl", "C", "C", "C", "C", "H", "H", "H", "H", "H", "H"],
  "coordinates": [[-0.0063, -2.2710, 2.3152], [0.4479, -1.1149, 0.8078], [1.9158, -1.9718, -0.2650], [0.8641, 0.7219, 0.9049], [0.1132, 1.4745, 0.1688], [-0.7652, 0.7902, -0.8427], [-0.6868, -0.8150, -0.6876], [1.5684, 1.1221, 1.5780], [0.1009, 2.5455, 0.2456], [-1.7990, 0.9910, -0.5213], [-0.2606, 1.1502, -1.7576], [-1.5946, -1.4244, -0.5254], [0.1023, -1.1984, -1.4205]],
  "lowdin_charge": [0.136, -0.008, 0.294, -0.232, -0.194, -0.207, -0.300, 0.059, 0.110, 0.112, 0.120, 0.081, 0.027],
  "relative_energy_kcal_mol": 13.4,
  "gap_ha": 0.358,
  "homo_ev": -9.001,
  "molar_mass_g_mol": 152.6,
  "smiles": "S=[P@]1(Cl)C=CCC1"
}

# 3
{
  "formula": "C44H36IrN4O3PS",
  "method": "ωB97M-V/def2-TZVPD",
  "elements": ["Ir", "N", "C", "S", "N", "N", "C", "C", "C", "C", "C", "C", "C", "C", "C", "C", "C", "C", "N", "H", "H", "H", "H", "H", "H", "H", "H", "H", "H", "H", "C", "O", "C", "C", "C", "C", "C", "C", "O", "C", "O", "C", "H", "H", "H", "H", "H", "H", "H", "H", "H", "C", "C", "C", "C", "C", "C", "P", "C", "C", "C", "C", "C", "C", "C", "C", "C", "C", "C", "C", "C", "C", "C", "C", "H", "H", "H", "H", "H", "H", "H", "H", "H", "H", "H", "H", "H", "H", "H", "H"],
  "coordinates": [[-0.3248, 0.0857, -0.1580], [3.9084, -2.0647, 0.2449], [2.7231, -1.4083, 0.3113], [2.1889, -0.5533, -1.0984], [2.0079, -1.5152, 1.3868], [0.8272, -1.0136, 1.5398], [0.0861, -1.3979, 2.6219], [0.6781, -2.2929, 3.6131], [1.3835, -3.4354, 3.2185], [1.9498, -4.2759, 4.1559], [1.8332, -3.9902, 5.5087], [1.1466, -2.8552, 5.9138], [0.5771, -2.0116, 4.9800], [-1.2368, -0.9314, 2.6845], [-2.1429, -1.3165, 3.7074], [-3.4065, -0.8025, 3.7349], [-3.8109, 0.0641, 2.7101], [-2.9195, 0.3327, 1.6916], [-1.6764, -0.1211, 1.6688], [4.5110, -1.8505, -0.5310], [4.3277, -2.3846, 1.1033], [1.4587, -3.6718, 2.1686], [2.4795, -5.1619, 3.8348], [2.2782, -4.6463, 6.2417], [1.0705, -2.6226, 6.9660], [0.0916, -1.1035, 5.3048], [-1.8205, -2.0303, 4.4452], [-4.0907, -1.0704, 4.5232], [-4.7957, 0.4943, 2.7036], [-3.2175, 0.9627, 0.8636], [1.4119, -6.6053, -0.2964], [0.9413, -6.3616, -1.6043], [0.3326, -5.1869, -1.8404], [-0.2159, -5.0069, -3.1320], [-0.9158, -3.8690, -3.4359], [-1.0929, -2.8403, -2.5009], [-1.9296, -1.6931, -2.7190], [-2.9457, -1.7280, -3.8363], [-1.8977, -0.6891, -1.9932], [-0.4683, -2.9673, -1.2080], [-0.5545, -2.0948, -0.2962], [0.2224, -4.1730, -0.9197], [1.8591, -7.5957, -0.3141], [0.5874, -6.5902, 0.4230], [2.1678, -5.8695, -0.0089], [-0.0832, -5.7944, -3.8542], [-1.3197, -3.7534, -4.4299], [-3.5097, -2.6573, -3.8063], [-2.4549, -1.6402, -4.8049], [-3.6250, -0.8867, -3.7156], [0.6373, -4.2493, 0.0714], [-3.8114, 2.1825, -5.1692], [-4.0886, 2.0390, -3.8167], [-3.0594, 1.7863, -2.9279], [-1.7526, 1.6675, -3.3913], [-1.4757, 1.8280, -4.7445], [-2.5084, 2.0847, -5.6293], [-0.4086, 1.4061, -2.2011], [1.0277, 1.1007, -3.2662], [2.1286, 1.9505, -3.2723], [3.2643, 1.6025, -3.9835], [3.3165, 0.3976, -4.6649], [2.2138, -0.4442, -4.6790], [1.0727, -0.0957, -3.9831], [-0.1678, 3.0800, -1.5557], [-0.3025, 4.2240, -2.3079], [-0.0786, 5.4730, -1.7145], [0.2850, 5.5521, -0.3959], [0.4453, 4.3926, 0.3945], [0.8413, 4.4608, 1.7455], [0.9564, 3.3104, 2.4747], [0.6872, 2.0579, 1.8994], [0.2820, 1.9234, 0.5881], [0.1907, 3.1191, -0.1893], [-4.6078, 2.3863, -5.8681], [-5.1066, 2.1265, -3.4609], [-3.2554, 1.6699, -1.8708], [-0.4594, 1.7742, -5.1064], [-2.2953, 2.2171, -6.6806], [2.1104, 2.8668, -2.7021], [4.1166, 2.2675, -3.9845], [4.2255, 0.1103, -5.1707], [2.2539, -1.3875, -5.2018], [0.2175, -0.7567, -3.9756], [-0.5759, 4.1707, -3.3533], [-0.1875, 6.3717, -2.3054], [0.4508, 6.5168, 0.0645], [1.0645, 5.4244, 2.1810], [1.2497, 3.3507, 3.5121], [0.8058, 1.1931, 2.5344]],
  "lowdin_charge": [1.270, 0.113, -0.779, 0.841, -0.015, -0.039, -0.154, -0.168, -0.024, -0.063, -0.067, -0.067, -0.042, -0.178, 0.022, -0.023, -0.020, -0.105, 0.025, 0.092, 0.114, 0.093, 0.107, 0.109, 0.109, 0.119, 0.115, 0.121, 0.112, 0.115, -0.072, -0.055, -0.273, 0.002, -0.026, -0.119, -0.382, 0.019, -0.144, -0.356, -0.201, 0.060, 0.097, 0.102, 0.091, 0.117, 0.115, 0.097, 0.095, 0.077, 0.091, -0.065, -0.067, -0.092, -0.341, -0.075, -0.062, 1.043, -0.445, -0.093, -0.065, -0.066, -0.069, -0.145, -0.310, -0.061, -0.056, -0.010, -0.161, -0.026, -0.067, -0.110, -0.263, -0.200, 0.109, 0.112, 0.105, 0.106, 0.111, 0.110, 0.112, 0.110, 0.113, 0.102, 0.114, 0.111, 0.119, 0.117, 0.107, 0.079],
  "multiplicity": 2,
  "relative_energy_kcal_mol": 89.3,
  "gap_ha": [0.210, 0.200],
  "homo_ev": [-9.959, -9.940],
  "charge": 1,
  "s_squared": 0.76,
  "molar_mass_g_mol": 924.1
}